C24H37BBrF2N7O2PtSb as an isolated structure at a distorted geometry. Source: the OMol25 dataset; level of theory: ωB97M-V/def2-TZVPD.

The geometry in XYZ format:
```
76
Properties=species:S:1:pos:R:3:forces:R:3
Pt 0.940 0.553 0.191 0.621 1.143 -0.971
C 3.015 -2.445 -0.237 -0.128 0.047 0.056
O 1.607 -2.217 -0.061 -0.233 -0.310 0.024
C 0.885 -3.290 0.403 0.285 0.195 -0.088
C 1.385 -4.565 0.460 -0.016 -0.201 0.033
C 0.605 -5.641 0.944 0.526 0.073 -0.196
Br 1.351 -7.349 0.962 0.115 -0.182 -0.006
C -0.651 -5.432 1.391 -0.480 0.216 0.143
C -1.193 -4.122 1.361 0.429 0.019 -0.178
C -0.429 -3.035 0.846 -0.088 -0.064 0.034
O -0.891 -1.784 0.770 1.267 -0.315 -0.441
C -2.476 -3.860 1.869 -0.404 0.074 0.160
N -3.033 -2.622 1.884 -0.228 -0.307 0.164
C -4.226 -2.754 2.469 0.006 -0.060 0.012
C -5.215 -1.778 2.756 0.106 0.013 -0.050
C -6.341 -2.211 3.371 -0.171 -0.134 0.107
C -6.533 -3.599 3.717 -0.091 0.157 0.012
C -5.595 -4.572 3.458 0.016 -0.066 0.006
C -4.440 -4.135 2.833 -0.028 0.054 -0.004
N -3.314 -4.787 2.432 -0.021 0.216 -0.035
H 3.463 -2.801 0.690 0.010 -0.004 0.018
H 3.442 -1.481 -0.494 0.010 0.067 -0.010
H 3.199 -3.151 -1.045 0.016 -0.020 -0.062
H 2.393 -4.780 0.135 -0.035 -0.006 0.002
H -1.220 -6.270 1.769 -0.018 0.062 -0.010
H -1.781 -1.765 1.152 -1.033 0.114 0.438
H -5.060 -0.739 2.500 0.017 -0.045 -0.006
H -7.124 -1.506 3.617 -0.007 -0.074 0.014
H -7.458 -3.884 4.204 0.026 0.059 -0.017
H -5.757 -5.607 3.731 0.005 0.049 -0.012
H -3.133 -5.772 2.549 0.028 0.008 -0.009
C -1.678 4.697 0.650 -0.040 -0.022 -0.076
N -1.972 3.807 -0.480 -0.034 0.142 0.014
C -3.130 4.117 -1.332 0.075 -0.026 0.057
C -1.209 2.726 -0.671 -0.101 -0.032 -0.110
N -0.236 2.362 0.109 0.157 -0.042 0.246
N -1.501 1.993 -1.821 0.066 -0.067 0.129
C -1.028 0.766 -2.216 0.047 0.010 0.055
N -1.523 0.329 -3.385 -0.041 -0.001 -0.018
N -0.166 0.078 -1.525 -0.026 -0.320 0.137
H -2.111 5.671 0.447 -0.033 0.014 -0.006
H -0.603 4.841 0.762 -0.011 0.016 -0.050
H -2.096 4.315 1.583 0.010 -0.033 -0.012
H -3.650 4.967 -0.908 0.001 0.025 0.031
H -3.841 3.289 -1.362 0.030 -0.011 0.018
H -2.828 4.397 -2.345 0.027 0.003 0.020
H -0.153 2.910 0.951 -0.060 0.118 -0.008
H -2.204 2.394 -2.416 -0.038 0.057 -0.068
H -2.129 0.890 -3.960 -0.008 -0.004 0.014
H -1.229 -0.552 -3.771 0.013 -0.001 0.016
H 0.056 -0.823 -1.925 -0.027 -0.061 -0.020
F 2.237 -0.789 2.534 -0.027 0.064 -0.014
B 1.233 -0.005 2.195 -0.364 -0.410 0.326
F 0.427 0.454 3.131 0.080 -0.029 -0.068
C 1.649 3.779 -3.099 0.101 0.068 0.065
C 2.726 3.719 -2.015 -0.228 -0.127 -0.089
Sb 3.087 1.753 -1.273 0.001 -0.067 0.255
C 4.571 2.114 0.221 -0.233 0.029 0.064
C 3.998 2.855 1.433 0.164 -0.021 -0.089
C 4.106 0.766 -2.880 -0.014 0.112 0.120
C 5.463 1.439 -3.112 -0.059 -0.131 -0.106
H 1.473 4.816 -3.393 0.011 -0.038 -0.011
H 0.698 3.369 -2.747 0.055 0.019 -0.005
H 1.945 3.236 -3.999 -0.011 -0.004 0.047
H 2.474 4.330 -1.148 0.015 0.031 -0.034
H 3.701 4.041 -2.388 -0.056 0.067 0.020
H 5.325 2.706 -0.302 0.048 -0.033 0.096
H 5.008 1.154 0.492 0.032 0.031 0.006
H 3.609 3.839 1.166 -0.008 -0.042 -0.012
H 4.784 3.011 2.174 -0.028 0.003 -0.016
H 3.201 2.290 1.923 -0.005 -0.026 -0.016
H 3.446 0.840 -3.744 0.059 -0.038 -0.021
H 4.205 -0.285 -2.609 0.023 0.006 -0.061
H 5.371 2.503 -3.340 -0.023 -0.039 0.021
H 5.945 0.971 -3.973 -0.002 0.026 0.023
H 6.134 1.320 -2.262 -0.040 0.006 0.003
```
Forces are in eV/Å.

The orbital gap (alpha / beta) comes out at 0.27788 / 0.18054 Eh. The multiplicity is 5. The calculation puts the lowest unoccupied orbital energy (alpha / beta) at -0.281 / -0.391 hartree. The relative energy (zero: lowest compared OMol25 entry of this formula, charge and spin) comes out at 25.6 kcal/mol. Its charge is +3. The HOMO energy (alpha / beta) comes out at -15.2165 / -15.5603 eV.

C24H37BrN3OSiSn as an isolated structure at a distorted geometry. Source: the OMol25 dataset; level of theory: ωB97M-V/def2-TZVPD.

The geometry in XYZ format:
```
68
Properties=species:S:1:pos:R:3:forces:R:3
Sn -0.041 -3.828 -0.728 -0.101 -0.921 0.818
O -1.080 -2.822 3.317 -0.043 0.071 -0.107
C -1.052 -3.017 2.110 0.111 -0.041 0.005
N 0.017 -3.395 1.388 0.109 -0.335 -0.518
C 1.260 -3.574 2.115 -0.150 -0.102 0.095
C 2.429 -3.165 1.268 0.076 0.241 0.015
C 3.525 -2.489 1.786 0.018 -0.056 -0.001
C 4.572 -2.158 0.943 -0.070 0.006 -0.070
C 4.511 -2.538 -0.392 0.061 -0.038 0.069
C 3.378 -3.190 -0.834 -0.008 -0.035 -0.100
N 2.354 -3.475 -0.028 -0.210 0.001 0.050
C -2.291 -2.784 1.281 -0.295 0.142 0.222
C -3.369 -2.126 1.854 0.008 -0.118 0.025
C -4.496 -1.901 1.084 0.055 -0.010 -0.087
C -4.513 -2.355 -0.229 -0.039 0.009 0.081
C -3.393 -2.998 -0.721 0.008 -0.080 -0.169
N -2.301 -3.199 0.015 0.214 0.057 0.086
H 1.391 -4.630 2.381 0.035 0.050 0.132
H 1.217 -3.004 3.044 0.092 -0.030 -0.006
H 3.549 -2.224 2.834 -0.020 0.004 0.022
H 5.418 -1.596 1.314 0.060 -0.068 0.034
H 5.328 -2.341 -1.070 -0.031 0.056 -0.048
H 3.272 -3.498 -1.868 -0.005 0.050 -0.010
H -3.291 -1.823 2.889 -0.011 0.010 0.007
H -5.348 -1.374 1.492 -0.029 -0.037 0.028
H -5.381 -2.222 -0.857 0.011 0.015 -0.035
H -3.361 -3.369 -1.739 -0.001 0.023 -0.008
C 2.600 1.070 -1.657 -0.206 -0.030 -0.058
C 1.846 1.865 -0.580 -0.102 -0.283 -0.015
C 2.476 1.483 0.768 -0.205 0.040 -0.064
C 2.064 3.369 -0.826 -0.404 -0.029 -0.023
Si -0.056 1.534 -0.588 0.012 -0.400 -0.036
Br 0.071 -1.311 -1.250 0.041 2.093 -0.195
C -1.065 1.974 -2.168 0.126 -0.219 0.029
C -1.489 3.452 -2.088 0.191 -0.056 0.341
C -0.207 1.770 -3.427 0.036 0.044 0.240
C -2.323 1.106 -2.335 0.097 -0.008 0.159
C -0.961 1.607 1.112 0.027 -0.275 -0.196
C -2.469 1.363 0.961 0.155 0.051 -0.166
C -0.757 3.018 1.693 0.225 0.025 -0.330
C -0.429 0.555 2.098 0.102 -0.017 -0.130
H 3.656 1.342 -1.612 0.035 0.040 0.004
H 2.240 1.278 -2.662 0.075 0.000 -0.023
H 2.513 -0.001 -1.482 0.094 -0.019 -0.017
H 3.552 1.659 0.714 0.039 0.023 -0.035
H 2.320 0.425 0.987 0.033 -0.014 0.076
H 2.086 2.086 1.586 0.036 -0.057 0.075
H 3.131 3.589 -0.769 0.041 -0.017 0.013
H 1.553 3.982 -0.082 0.041 0.087 0.019
H 1.712 3.668 -1.814 0.048 0.056 -0.026
H -0.629 4.116 -1.988 -0.023 0.086 -0.043
H -2.161 3.636 -1.249 -0.048 0.042 -0.008
H -2.017 3.716 -3.005 -0.011 0.007 -0.036
H 0.633 2.463 -3.459 0.052 -0.034 -0.055
H -0.825 1.958 -4.307 -0.026 0.015 -0.032
H 0.161 0.745 -3.480 0.054 0.004 -0.131
H -3.050 1.265 -1.543 -0.034 -0.025 -0.040
H -2.064 0.049 -2.367 -0.108 -0.038 -0.048
H -2.798 1.370 -3.282 -0.008 0.026 -0.041
H -2.944 2.133 0.354 -0.068 -0.027 -0.010
H -2.928 1.395 1.951 0.002 -0.006 0.049
H -2.670 0.383 0.527 -0.074 0.004 -0.016
H -1.150 3.785 1.023 -0.041 0.081 0.062
H 0.294 3.240 1.878 0.002 0.030 0.064
H -1.287 3.095 2.644 -0.039 -0.029 0.023
H -0.493 -0.451 1.679 0.026 -0.012 0.036
H -1.041 0.574 3.002 -0.034 0.017 0.027
H 0.600 0.741 2.394 -0.001 -0.039 0.027
```
Forces are in eV/Å.

The orbital gap comes out at 0.29907 Eh. The calculation puts the lowest unoccupied orbital energy at -0.128 hartree. Its charge is +1. The HOMO energy comes out at -11.6218 eV.

An isolated molecule of C24H37FN2O2. Source: the OMol25 dataset; level of theory: ωB97M-V/def2-TZVPD.

The geometry in XYZ format:
```
66
Properties=species:S:1:pos:R:3:forces:R:3
C -1.136 0.285 -5.108 -0.003 -0.005 0.000
C -0.929 -0.526 -3.861 -0.001 0.010 0.000
C -1.667 -0.324 -2.701 0.002 -0.005 -0.004
C -1.442 -1.079 -1.555 0.004 -0.001 -0.002
C -2.249 -0.907 -0.299 0.004 0.003 0.010
O -2.738 -1.882 0.247 0.000 0.002 -0.005
N -2.437 0.356 0.197 -0.010 -0.008 0.006
C -3.247 0.448 1.401 -0.002 -0.001 -0.003
C -1.528 1.471 -0.037 -0.004 0.008 -0.012
C -0.431 1.598 1.023 0.006 0.003 0.009
C 0.343 0.293 1.180 0.005 -0.007 -0.016
C 1.776 0.438 1.676 -0.004 0.002 -0.006
C 2.472 -0.925 1.734 -0.006 -0.011 -0.001
C 3.941 -0.903 1.326 -0.003 0.002 -0.004
N 4.142 -0.510 -0.064 -0.030 0.023 0.001
C 3.774 -1.313 -1.094 0.070 -0.037 0.006
O 3.210 -2.381 -0.904 -0.031 0.002 -0.017
C 4.188 -0.885 -2.491 -0.040 0.015 -0.015
C 4.128 0.588 -2.911 0.024 -0.004 0.006
C 5.041 0.784 -4.127 0.000 -0.002 0.001
C 5.031 2.214 -4.652 -0.002 -0.001 -0.001
C 3.611 2.655 -4.988 0.002 0.002 0.001
C 2.705 2.488 -3.775 -0.004 0.000 0.000
C 2.701 1.058 -3.231 -0.006 0.003 -0.003
C 1.762 0.965 -2.037 -0.001 -0.009 -0.006
C -0.475 -2.076 -1.570 -0.002 -0.009 0.002
C 0.290 -2.292 -2.705 0.007 0.017 0.007
C 0.045 -1.513 -3.814 0.003 -0.012 -0.002
F 0.798 -1.708 -4.923 0.002 0.003 0.006
H -0.222 0.815 -5.385 0.001 0.003 0.001
H -1.405 -0.350 -5.952 0.003 0.001 0.000
H -1.928 1.018 -4.960 0.001 0.000 0.001
H -2.436 0.441 -2.698 0.000 0.000 -0.001
H -4.130 -0.177 1.297 0.002 -0.001 -0.002
H -2.704 0.111 2.288 0.000 0.002 0.001
H -3.547 1.487 1.540 0.002 0.000 0.001
H -1.056 1.337 -1.007 0.001 0.001 0.009
H -2.121 2.388 -0.087 0.003 0.000 0.000
H 0.243 2.398 0.700 0.003 -0.002 -0.001
H -0.854 1.919 1.979 0.005 0.001 0.003
H -0.207 -0.396 1.830 -0.001 0.001 -0.003
H 0.396 -0.199 0.205 -0.003 -0.004 0.005
H 2.312 1.091 0.980 0.002 0.005 0.007
H 1.807 0.933 2.651 -0.010 -0.001 0.002
H 2.395 -1.353 2.737 0.013 0.006 0.003
H 1.966 -1.622 1.063 -0.004 -0.001 0.007
H 4.506 -0.202 1.943 -0.004 0.002 0.002
H 4.369 -1.897 1.470 0.001 0.001 -0.002
H 4.618 0.349 -0.269 0.004 0.000 0.003
H 5.218 -1.241 -2.601 -0.004 -0.004 0.002
H 3.585 -1.484 -3.178 -0.005 0.000 0.000
H 4.517 1.231 -2.106 -0.003 0.004 0.000
H 6.060 0.483 -3.866 0.000 -0.001 0.000
H 4.708 0.104 -4.920 -0.002 0.000 0.000
H 5.446 2.884 -3.890 0.000 -0.001 0.001
H 5.678 2.296 -5.528 0.000 0.001 0.001
H 3.601 3.691 -5.331 0.000 -0.001 -0.001
H 3.229 2.043 -5.813 0.000 0.000 0.001
H 3.037 3.166 -2.978 0.002 -0.001 0.001
H 1.679 2.779 -4.020 0.001 0.001 0.000
H 2.321 0.396 -4.022 0.002 -0.001 -0.001
H 2.122 1.592 -1.215 0.001 0.002 0.002
H 0.767 1.317 -2.317 -0.001 0.005 0.002
H 1.651 -0.055 -1.669 0.001 0.002 -0.005
H -0.314 -2.676 -0.683 0.001 0.003 0.001
H 1.081 -3.030 -2.720 0.006 -0.006 0.000
```
Forces are in eV/Å.

The orbital gap comes out at 0.35290 Eh. The calculation puts the lowest unoccupied orbital energy at 0.023 hartree. The relative energy (zero: lowest compared OMol25 entry of this formula, charge and spin) comes out at 3.1 kcal/mol. Its charge is 0. As for the SMILES: Cc1cc(C(=O)N(C)CCCCCCNC(=O)C[C@H]2CCCC[C@@H]2C)ccc1F. The HOMO energy comes out at -8.9647 eV.

Computed values of total energy (unit: eV) for the preceding records, in sequence: -125928.7775 -115755.5423 -35283.4946.